ORCA calculation (ωB97M-V/def2-TZVPD) on 10 unconnected molecules or ions with the total composition C40H80O22.

Results
Kohn-Sham gap	9.7	eV
calculated total energy	-3227.13766	Ha
F_max	0.1460	Eh/bohr
energy above the lowest of the compared OMol25 structures with the same formula, charge and spin	2.094	eV
E_HOMO	-0.340	Eh

Bonds (Å) are listed after each position.
Element x y z (Å)
1 C -12.2924 -8.7653 -14.3451  C2 1.572, H8 1.090, H9 1.090, H10 1.090
2 C -11.4521 -7.4487 -14.1667  C1 1.572, O3 1.454, H11 1.090, H12 1.090
3 O -10.1066 -7.8004 -14.5907  C2 1.454, C4 1.350
4 C -9.0028 -7.0804 -14.2954  O3 1.350, O5 1.246, O6 1.412
5 O -7.8448 -7.3846 -14.6412  C4 1.246
6 O -9.2049 -6.0664 -13.3339  C4 1.412, C7 1.408
7 C -8.0978 -5.3357 -12.8633  O6 1.408, H13 1.090, H14 1.090, H15 1.090
8 H -12.6911 -9.0500 -15.3188  C1 1.090
9 H -13.2303 -8.6112 -13.8116  C1 1.090
10 H -11.7826 -9.6423 -13.9465  C1 1.090
11 H -11.2866 -7.3392 -13.0949  C2 1.090
12 H -11.7880 -6.5555 -14.6934  C2 1.090
13 H -7.5279 -5.9508 -12.1670  C7 1.090
14 H -8.3853 -4.5106 -12.2116  C7 1.090
15 H -7.4378 -4.9459 -13.6382  C7 1.090
16 C -2.3102 -5.5371 -14.6694  C17 1.528, H23 1.090, H24 1.090, H25 1.090
17 C -2.5964 -4.4483 -15.7027  C16 1.528, O18 1.392, H26 1.090, H27 1.090
18 O -1.7307 -3.3978 -15.4116  C17 1.392, C19 1.311
19 C -1.8696 -2.2443 -16.0190  O18 1.311, O20 1.218, O21 1.400
20 O -2.8632 -1.8597 -16.6097  C19 1.218
21 O -0.7761 -1.3813 -15.8809  C19 1.400, C22 1.451
22 C -0.6977 -0.0840 -16.5268  O21 1.451, H28 1.090, H29 1.090, H30 1.090
23 H -1.3414 -6.0269 -14.7667  C16 1.090
24 H -3.1274 -6.2581 -14.6501  C16 1.090
25 H -2.2915 -5.1304 -13.6582  C16 1.090
26 H -3.6494 -4.1798 -15.6179  C17 1.090
27 H -2.3987 -4.7944 -16.7172  C17 1.090
28 H -0.2276 -0.1435 -17.5085  C22 1.090
29 H -0.0189 0.5690 -15.9782  C22 1.090
30 H -1.6987 0.3424 -16.5910  C22 1.090
31 C -2.0421 -5.2732 -25.7194  C32 1.571, H38 1.090, H39 1.090, H40 1.090
32 C -1.9025 -5.3997 -24.1601  C31 1.571, O33 1.376, H41 1.090, H42 1.090
33 O -1.9671 -4.0575 -23.8649  C32 1.376, C34 1.368
34 C -0.9176 -3.2965 -23.4280  O33 1.368, O35 1.191, O36 1.350
35 O 0.1922 -3.7144 -23.3222  C34 1.191
36 O -1.4082 -2.1675 -22.8749  C34 1.350, C37 1.428
37 C -0.6004 -1.0022 -22.7045  O36 1.428, H43 1.090, H44 1.090, H45 1.090
38 H -3.0394 -4.9043 -25.9590  C31 1.090
39 H -2.0508 -6.3170 -26.0331  C31 1.090
40 H -1.2061 -4.8151 -26.2479  C31 1.090
41 H -0.9678 -5.9032 -23.9134  C32 1.090
42 H -2.7146 -5.7654 -23.5317  C32 1.090
43 H -1.1065 -0.4281 -21.9284  C37 1.090
44 H -0.6649 -0.3056 -23.5404  C37 1.090
45 H 0.4343 -1.1480 -22.3943  C37 1.090
46 C -7.1399 -9.6164 -6.7126  C47 1.522, H53 1.090, H54 1.090, H55 1.090
47 C -6.3497 -10.5194 -7.6482  C46 1.522, O48 1.391, H56 1.090, H57 1.090
48 O -6.4358 -9.8918 -8.8861  C47 1.391, C49 1.388
49 C -6.0528 -10.6785 -9.9632  O48 1.388, O50 1.216, O51 1.384
50 O -5.4160 -11.7094 -9.8593  C49 1.216
51 O -6.6540 -10.2863 -11.1465  C49 1.384, C52 1.400
52 C -6.3470 -10.9701 -12.3291  O51 1.400, H58 1.090, H59 1.090, H60 1.090
53 H -6.6116 -8.7484 -6.3182  C46 1.090
54 H -7.3480 -10.1830 -5.8049  C46 1.090
55 H -8.0059 -9.1634 -7.1952  C46 1.090
56 H -6.7771 -11.5128 -7.7848  C47 1.090
57 H -5.3229 -10.5831 -7.2880  C47 1.090
58 H -6.3808 -12.0367 -12.1069  C52 1.090
59 H -5.3204 -10.7137 -12.5908  C52 1.090
60 H -7.1578 -10.6090 -12.9618  C52 1.090
61 C 2.5573 8.0201 -18.5830  C62 1.587, H68 1.090, H69 1.090, H70 1.090
62 C 2.0124 6.5674 -18.9170  C61 1.587, O63 1.427, H71 1.090, H72 1.090
63 O 0.5896 6.5836 -19.0188  C62 1.427, C64 1.359
64 C 0.0023 5.4621 -19.5117  O63 1.359, O65 1.297, O66 1.242
65 O 0.5320 4.2817 -19.5955  C64 1.297
66 O -1.1878 5.7627 -19.7029  C64 1.242, C67 1.380
67 C -2.1571 4.7914 -19.8468  O66 1.380, H73 1.090, H74 1.090, H75 1.090
68 H 3.6455 8.0836 -18.5848  C61 1.090
69 H 2.2495 8.2107 -17.5549  C61 1.090
70 H 1.9940 8.7126 -19.2085  C61 1.090
71 H 2.2390 5.9412 -18.0541  C62 1.090
72 H 2.5222 6.2811 -19.8369  C62 1.090
73 H -3.0396 5.2490 -20.2938  C67 1.090
74 H -2.4007 4.5418 -18.8141  C67 1.090
75 H -1.9340 3.8692 -20.3833  C67 1.090
76 C 0.3484 -11.8043 -14.6646  C77 1.568, H83 1.090, H84 1.090, H85 1.090
77 C -0.5104 -12.5863 -13.6106  C76 1.568, O78 1.422, H86 1.090, H87 1.090
78 O 0.3108 -13.4596 -12.8465  C77 1.422, C79 1.375
79 C 0.8572 -14.6122 -13.3610  O78 1.375, O80 1.252, O81 1.320
80 O 0.5946 -15.1254 -14.4723  C79 1.252
81 O 1.6856 -15.0926 -12.4525  C79 1.320, C82 1.423
82 C 2.3621 -16.3250 -12.6748  O81 1.423, H88 1.090, H89 1.090, H90 1.090
83 H 0.8633 -10.9779 -14.1747  C76 1.090
84 H -0.3249 -11.3444 -15.3880  C76 1.090
85 H 1.0536 -12.4587 -15.1769  C76 1.090
86 H -1.3108 -13.1529 -14.0864  C77 1.090
87 H -1.0347 -11.9037 -12.9419  C77 1.090
88 H 3.0036 -16.6370 -11.8507  C82 1.090
89 H 3.0936 -16.1918 -13.4719  C82 1.090
90 H 1.6376 -17.1007 -12.9225  C82 1.090
91 C -8.8091 -3.9005 -18.3780  C92 1.599, C95 1.583, H96 1.090, H97 1.090
92 C -10.4052 -3.9154 -18.4716  C91 1.599, C93 1.583, H98 1.090, H99 1.090
93 C -10.7841 -2.9832 -17.2495  C92 1.583, O94 1.434, H100 1.090, H101 1.090
94 O -9.7699 -1.9692 -17.2552  C93 1.434, C95 1.408
95 C -8.5528 -2.4654 -17.7615  C91 1.583, O94 1.408, H102 1.090, H103 1.090
96 H -8.2804 -3.9871 -19.3272  C91 1.090
97 H -8.4801 -4.7324 -17.7552  C91 1.090
98 H -10.8351 -4.9120 -18.3718  C92 1.090
99 H -10.6329 -3.4994 -19.4531  C92 1.090
100 H -10.6194 -3.4256 -16.2670  C93 1.090
101 H -11.6961 -2.4142 -17.4301  C93 1.090
102 H -7.8620 -2.6197 -16.9326  C95 1.090
103 H -8.2382 -1.7722 -18.5416  C95 1.090
104 C 6.8964 2.0134 -16.7123  C105 1.549, C108 1.534, H109 1.090, H110 1.090
105 C 6.3900 1.1793 -15.5089  C104 1.549, C106 1.517, H111 1.090, H112 1.090
106 C 5.1230 1.8575 -15.0237  C105 1.517, O107 1.438, H113 1.090, H114 1.090
107 O 4.6219 2.6145 -16.1390  C106 1.438, C108 1.429
108 C 5.4951 2.3492 -17.2393  C104 1.534, O107 1.429, H115 1.090, H116 1.090
109 H 7.5481 1.6326 -17.4986  C104 1.090
110 H 7.3060 2.9381 -16.3058  C104 1.090
111 H 7.1555 1.1373 -14.7340  C105 1.090
112 H 6.1823 0.1234 -15.6825  C105 1.090
113 H 5.3778 2.5200 -14.1965  C106 1.090
114 H 4.3989 1.1072 -14.7062  C106 1.090
115 H 5.2999 3.1518 -17.9505  C108 1.090
116 H 5.1846 1.5613 -17.9254  C108 1.090
117 C -1.1428 7.1462 -13.6836  C118 1.499, C121 1.491, H122 1.090, H123 1.090
118 C -2.6414 7.1123 -13.7056  C117 1.499, C119 1.513, H124 1.090, H125 1.090
119 C -2.9892 6.1175 -14.7912  C118 1.513, O120 1.420, H126 1.090, H127 1.090
120 O -1.8735 5.2412 -14.8492  C119 1.420, C121 1.415
121 C -0.7150 5.8834 -14.3518  C117 1.491, O120 1.415, H128 1.090, H129 1.090
122 H -0.6605 7.0661 -12.7093  C117 1.090
123 H -0.6639 7.9936 -14.1742  C117 1.090
124 H -3.0162 8.1183 -13.8939  C118 1.090
125 H -3.0956 6.7903 -12.7686  C118 1.090
126 H -3.2665 6.5499 -15.7526  C119 1.090
127 H -3.8519 5.6064 -14.3640  C119 1.090
128 H -0.0475 6.1108 -15.1830  C121 1.090
129 H -0.2398 5.1822 -13.6658  C121 1.090
130 C 4.7492 -4.0121 -16.9759  C131 1.475, C134 1.546, H135 1.090, H136 1.090
131 C 3.4730 -3.5824 -16.3732  C130 1.475, C132 1.515, H137 1.090, H138 1.090
132 C 3.1632 -4.5279 -15.2313  C131 1.515, O133 1.468, H139 1.090, H140 1.090
133 O 4.4166 -5.2076 -14.8811  C132 1.468, C134 1.410
134 C 5.3942 -4.6162 -15.7069  C130 1.546, O133 1.410, H141 1.090, H142 1.090
135 H 5.2704 -3.2239 -17.5192  C130 1.090
136 H 4.5554 -4.9321 -17.5275  C130 1.090
137 H 2.6494 -3.6112 -17.0866  C131 1.090
138 H 3.5237 -2.5288 -16.0982  C131 1.090
139 H 2.6558 -5.2842 -15.8302  C132 1.090
140 H 2.5147 -4.2090 -14.4153  C132 1.090
141 H 6.2172 -5.2752 -15.9836  C134 1.090
142 H 5.9357 -3.8990 -15.0901  C134 1.090

Mulliken atomic charge list, values in e, 6 entries: -1.18, -0.12, -0.30, 0.80, -0.61, -0.35